(1)
{"formula": "C13H19N", "method": "the ωB97M-V functional and the def2-TZVPD basis", "symbols": ["C", "C", "C", "C", "C", "N", "C", "C", "C", "C", "C", "C", "C", "C", "H", "H", "H", "H", "H", "H", "H", "H", "H", "H", "H", "H", "H", "H", "H", "H", "H", "H", "H"], "coordinates": [[2.518258, -1.879079, 2.246241], [1.436529, -1.859721, 1.171763], [0.447695, -2.970723, 1.562962], [0.871635, -0.428046, 1.197845], [-0.338626, -0.266690, 0.085578], [0.122426, -0.927830, -1.160126], [-0.575436, -0.719629, -2.401720], [-0.758946, 0.760379, -2.781260], [-1.095823, 1.473742, -1.524649], [-1.650313, 2.786957, -1.638397], [-1.878117, 3.669006, -0.591368], [-1.447181, 3.141854, 0.557134], [-0.941453, 1.882758, 0.814932], [-0.738974, 1.016855, -0.312665], [3.540953, -1.568253, 1.742749], [2.272450, -1.191885, 3.246968], [2.894681, -2.881560, 2.708675], [1.665883, -2.135212, 0.126791], [-0.252089, -2.393610, 2.241204], [-0.136643, -3.502210, 0.625320], [0.811611, -3.897555, 2.127949], [0.439673, -0.161778, 2.120784], [1.707161, 0.257745, 0.928961], [-1.209557, -0.583706, 0.631325], [1.018857, -0.692495, -1.276352], [-0.099627, -1.265698, -3.323528], [-1.630373, -1.112763, -2.349659], [-1.298307, 0.898031, -3.605090], [0.214472, 1.052875, -3.092734], [-1.866574, 3.144466, -2.666160], [-2.013810, 4.848659, -0.676637], [-1.547809, 3.918071, 1.485154], [-0.482626, 1.587044, 1.778008]], "forces_ev_per_angstrom": [[3.719, 0.398, 1.643], [-0.463, -1.329, 0.747], [-2.722, -1.200, -0.596], [-0.757, -0.189, -3.704], [3.266, -2.457, -0.432], [-3.797, -2.643, 0.823], [-1.791, -0.737, -2.091], [2.952, -1.970, 3.566], [-1.212, 2.754, -1.919], [-0.363, 0.381, -1.818], [0.659, 1.660, -2.752], [0.174, 2.114, 7.016], [0.452, 0.418, -1.518], [-0.965, 4.030, 4.059], [-1.877, 0.214, 1.280], [0.621, -1.568, -2.899], [-1.387, 1.326, -1.031], [1.053, 0.486, 0.676], [-0.007, -1.367, -0.586], [1.145, 1.877, 2.240], [0.102, 1.678, -0.660], [-0.168, 0.139, 1.329], [-0.602, -0.195, 0.288], [-0.505, -1.715, -0.353], [4.272, 0.999, -0.444], [-0.509, 0.684, 2.031], [1.006, -0.123, 0.263], [-3.008, 0.589, -2.989], [1.204, 0.746, -0.184], [0.169, -0.380, 0.584], [-0.278, -3.015, -0.083], [0.475, -2.087, -1.903], [-0.859, 0.482, -0.584]], "smiles": "CC(C)C[C@@H]1NCCc2ccccc21", "lumo_energy_ha": 0.0324, "homo_lumo_gap_ha": 0.34456}

(2)
{"formula": "C13H19N2", "method": "the ωB97M-V functional and the def2-TZVPD basis", "symbols": ["C", "C", "C", "C", "C", "C", "C", "C", "C", "C", "C", "C", "C", "N", "N", "H", "H", "H", "H", "H", "H", "H", "H", "H", "H", "H", "H", "H", "H", "H", "H", "H", "H", "H"], "coordinates": [[4.659549, -0.073097, 0.148921], [3.770834, -0.581888, 1.118366], [4.115294, 0.245952, -1.109365], [2.443752, -0.568583, 1.007105], [2.781314, 0.220178, -1.269890], [1.938910, -0.103714, -0.262550], [0.581694, 0.105108, -0.250367], [-0.347818, 1.005227, -0.033441], [-0.823353, -1.491289, -0.877390], [-0.097596, 2.432374, 0.435419], [-2.794680, 1.354666, 0.591487], [-3.069077, -0.990664, -1.286488], [-2.086487, -1.483087, 1.064880], [-1.700670, 0.705841, -0.186914], [-1.981582, -0.827585, -0.355703], [5.644553, 0.081617, 0.424775], [4.259936, -0.862721, 2.060109], [4.715610, 0.601496, -2.001411], [1.900720, -1.060203, 1.850847], [2.424359, 0.498381, -2.308655], [-0.630124, -1.537210, -2.018316], [-0.672518, -2.502111, -0.347106], [-0.436180, 3.311296, -0.144605], [1.060835, 2.604843, 0.514158], [-0.285532, 2.569390, 1.465056], [-2.941784, 2.411671, 0.326223], [-3.708503, 0.737197, 0.421003], [-2.677243, 1.270961, 1.624849], [-2.694888, -0.411055, -2.164699], [-3.109462, -1.965843, -1.743669], [-3.948625, -0.693098, -0.780552], [-1.157062, -1.228698, 1.484167], [-3.001619, -1.168472, 1.633702], [-2.132544, -2.606883, 0.970064]], "forces_ev_per_angstrom": [[-2.897, -0.227, -1.234], [3.634, 0.575, 1.191], [3.446, 0.499, 0.040], [-1.159, -0.759, -1.039], [-1.299, 0.661, -3.177], [0.441, -1.084, 3.228], [-4.750, -2.192, -1.584], [-0.135, 0.672, 0.484], [4.481, 0.387, -0.404], [3.649, 0.531, -0.565], [-0.367, -0.956, -1.499], [0.577, 0.678, -1.881], [-2.417, -0.756, -0.964], [-2.060, -1.106, -0.531], [1.623, -0.011, 2.228], [1.908, 0.040, 0.106], [-0.425, -0.101, -0.284], [-0.427, -0.546, 1.464], [-0.228, 0.967, -1.111], [-0.061, -0.258, 1.564], [-0.922, 0.329, 2.044], [0.100, 1.880, -1.174], [-0.352, -0.947, 0.019], [-1.882, -0.583, -0.674], [-1.111, 0.018, 1.182], [0.080, -0.597, -0.238], [0.528, 1.046, -0.296], [0.681, 0.095, 1.891], [-1.155, 0.283, 0.720], [-0.158, -0.765, 0.782], [-1.217, 0.328, -0.390], [0.913, 0.471, 0.974], [1.067, 0.101, -0.654], [-0.106, 1.326, -0.218]], "total_charge": 1, "lumo_energy_ha": -0.1193, "homo_lumo_gap_ha": 0.31046}

(3)
{"formula": "C13H19N3", "method": "the ωB97M-V functional and the def2-TZVPD basis", "symbols": ["C", "C", "C", "C", "C", "C", "C", "C", "N", "C", "C", "C", "N", "C", "C", "N", "H", "H", "H", "H", "H", "H", "H", "H", "H", "H", "H", "H", "H", "H", "H", "H", "H", "H", "H"], "coordinates": [[1.254420, 2.531736, -0.709077], [2.260725, 1.409740, -0.490219], [2.036837, 0.176382, -1.369058], [0.700937, -0.580979, -1.168196], [-0.434724, -0.056851, -2.053479], [-1.627532, -1.010403, -2.072392], [-2.742884, -0.489028, -2.969456], [0.305977, -0.566077, 0.268426], [-0.577834, 0.221319, 0.809586], [-0.594944, -0.087004, 2.142994], [-1.333124, 0.426885, 3.202981], [-1.084498, -0.132414, 4.442360], [-0.207424, -1.105472, 4.680180], [0.500815, -1.604480, 3.687614], [0.338550, -1.123160, 2.399535], [0.894208, -1.406056, 1.177168], [1.580467, 3.428075, -0.185751], [1.164710, 2.765792, -1.767417], [0.280815, 2.247938, -0.320729], [2.245253, 1.119095, 0.562864], [3.265316, 1.783523, -0.707670], [2.105964, 0.469992, -2.418220], [2.858714, -0.518185, -1.171711], [0.881816, -1.627529, -1.450598], [-0.765994, 0.911265, -1.685887], [-0.059768, 0.067376, -3.071812], [-2.005878, -1.126530, -1.055509], [-1.306439, -1.993758, -2.427504], [-2.389221, -0.372135, -3.991912], [-3.092225, 0.477426, -2.614572], [-3.584215, -1.177936, -2.974229], [-2.053787, 1.215090, 3.061918], [-1.617372, 0.213068, 5.318129], [1.199517, -2.392985, 3.936235], [1.602819, -2.093718, 0.985406]], "forces_ev_per_angstrom": [[0.132, -0.080, 0.117], [-0.049, 0.012, -0.210], [0.100, 0.010, 0.278], [0.097, 0.172, -0.360], [-0.085, -0.418, 0.200], [-0.014, 0.248, -0.135], [0.106, -0.180, 0.155], [0.069, -0.313, 0.024], [-0.258, 0.306, -0.434], [0.543, -0.627, 0.424], [0.157, -0.152, -0.066], [-0.300, 0.311, 0.008], [0.163, -0.264, 0.377], [0.189, -0.154, -0.194], [-0.606, 0.589, 0.346], [0.109, -0.072, -0.109], [-0.030, 0.120, 0.016], [-0.047, 0.083, -0.141], [-0.112, 0.073, -0.028], [0.093, -0.011, 0.049], [0.010, -0.047, 0.090], [0.038, -0.065, -0.062], [0.019, -0.006, -0.086], [-0.053, 0.077, 0.027], [0.013, 0.123, -0.056], [0.051, 0.059, -0.011], [0.014, -0.080, 0.020], [0.034, -0.047, 0.055], [-0.014, 0.040, -0.131], [-0.081, 0.124, -0.001], [-0.127, -0.005, -0.059], [-0.093, 0.094, 0.008], [-0.103, 0.107, -0.001], [0.095, -0.087, -0.047], [-0.061, 0.059, -0.062]], "smiles": "CCCC(CCC)c1nc2ccncc2[nH]1", "lumo_energy_ha": 0.0233, "homo_lumo_gap_ha": 0.35174}

In kcal per mole, the relative energy (zero: lowest compared OMol25 entry of this formula, charge and spin) values for the records above are, in order, 99.0, 140.6, 0.0.